## a
{
  "formula": "H2O",
  "method": "wB97M-V/def2-TZVPD",
  "lumo_energy_ha": 0.04021,
  "homo_lumo_gap_ev": 12.7,
  "e_homo_ev": -11.56,
  "smiles": "O",
  "spin_multiplicity": 1,
  "elements": ["O", "H", "H"],
  "positions_angstrom": [[-0.341, -0.119, -0.023], [0.129, 0.185, 0.811], [0.213, -0.067, -0.788]],
  "lowdin_charge": [-0.08, 0.07, 0.01]
}

=====

## b
{
  "formula": "H2O",
  "method": "wB97M-V/def2-TZVPD",
  "lumo_energy_ha": 0.03114,
  "homo_lumo_gap_ev": 12.3,
  "e_homo_ev": -11.48,
  "smiles": "O",
  "spin_multiplicity": 1,
  "elements": ["O", "H", "H"],
  "positions_angstrom": [[-0.451, 0.028, 0.000], [0.027, -0.806, 0.000], [0.423, 0.777, 0.000]],
  "lowdin_charge": [-0.16, 0.00, 0.17]
}

=====

Of them, the most stable is a and the least stable is b.

=====

## a
{
  "formula": "C10H10N2O2",
  "method": "wB97M-V/def2-TZVPD",
  "lumo_energy_ha": 0.02142,
  "homo_lumo_gap_ev": 8.5,
  "e_homo_ev": -7.87,
  "spin_multiplicity": 1,
  "elements": ["C", "C", "C", "C", "C", "C", "C", "C", "C", "C", "N", "N", "O", "O", "H", "H", "H", "H", "H", "H", "H", "H", "H", "H"],
  "positions_angstrom": [[-2.657, 0.144, -1.628], [-2.784, 0.522, -0.297], [-1.469, -0.181, -2.172], [-1.667, 0.542, 0.506], [-0.326, -0.029, -1.462], [-0.456, 0.290, -0.090], [1.011, -0.269, -1.942], [2.093, -0.201, -1.128], [1.004, -1.310, 1.564], [1.182, 0.134, 1.103], [1.059, 1.071, 2.207], [2.272, 0.388, 0.110], [0.098, -1.476, 2.496], [1.512, -2.216, 0.966], [-3.494, -0.024, -2.413], [-3.631, 0.840, 0.325], [-1.572, -0.456, -3.172], [-1.904, 0.755, 1.542], [1.195, -0.649, -2.846], [3.135, -0.508, -1.499], [1.865, 1.218, 2.785], [0.722, 1.865, 1.719], [-0.275, -0.586, 2.697], [3.089, 0.136, 0.628]],
  "lowdin_charge": [-0.09, -0.09, -0.07, -0.09, -0.20, 0.06, -0.04, -0.13, -0.53, -0.26, 0.09, 0.05, 0.13, 0.12, 0.14, 0.11, 0.10, 0.11, 0.06, 0.15, 0.09, 0.07, 0.11, 0.12]
}

=====

## b
{
  "formula": "C10H10N2O2",
  "method": "wB97M-V/def2-TZVPD",
  "lumo_energy_ha": -0.03671,
  "homo_lumo_gap_ev": 7.3,
  "e_homo_ev": -8.28,
  "smiles": "C=C/C=C\\C=C(/c1ccc[nH]1)[N+](=O)[O-]",
  "spin_multiplicity": 1,
  "elements": ["C", "C", "C", "C", "C", "C", "C", "C", "C", "C", "N", "N", "O", "O", "H", "H", "H", "H", "H", "H", "H", "H", "H", "H"],
  "positions_angstrom": [[-0.662, 2.595, 0.343], [-0.777, 1.393, 1.055], [-1.329, 2.420, -0.881], [-1.373, 0.488, 0.211], [1.484, -0.793, 0.787], [1.198, -0.314, -0.657], [0.546, -1.353, 1.478], [1.081, -1.176, -1.717], [-0.772, -1.788, 1.067], [-1.674, -0.954, 0.482], [-1.746, 1.113, -0.939], [-2.918, -1.428, 0.132], [-3.238, -2.546, 0.500], [-3.606, -0.754, -0.649], [-0.135, 3.464, 0.747], [-0.502, 1.166, 2.087], [-1.087, 2.949, -1.810], [2.405, -0.299, 1.269], [1.074, 0.738, -0.655], [0.703, -1.669, 2.488], [0.748, -0.829, -2.653], [1.041, -2.269, -1.649], [-1.083, -2.752, 1.533], [-2.303, 0.720, -1.709]],
  "lowdin_charge": [-0.09, -0.07, -0.10, -0.26, -0.09, -0.14, -0.15, 0.03, 0.04, -0.11, 0.07, -0.35, 0.08, 0.07, 0.10, 0.13, 0.11, 0.14, 0.07, 0.11, 0.03, 0.07, 0.14, 0.16]
}

=====

## c
{
  "formula": "C10H10N2O2",
  "method": "wB97M-V/def2-TZVPD",
  "lumo_energy_ha": 0.02875,
  "homo_lumo_gap_ev": 9.4,
  "e_homo_ev": -8.61,
  "spin_multiplicity": 1,
  "elements": ["C", "C", "C", "C", "C", "C", "C", "C", "C", "C", "N", "N", "O", "O", "H", "H", "H", "H", "H", "H", "H", "H", "H", "H"],
  "positions_angstrom": [[1.625, 2.120, -0.297], [3.159, 0.201, -0.095], [2.947, -1.183, 0.147], [1.907, 0.751, -0.165], [1.556, -1.385, 0.117], [0.406, -2.408, 0.173], [-2.612, 0.684, -0.482], [-1.153, 0.748, -0.963], [-2.367, 0.702, 1.120], [-0.453, 0.028, 0.110], [1.335, 3.248, -0.296], [0.930, -0.224, 0.001], [-0.687, -1.813, -0.327], [-1.019, 0.255, 1.287], [4.045, 0.716, -0.047], [3.642, -1.897, 0.102], [0.444, -3.267, -0.439], [0.210, -2.759, 1.162], [-3.274, 1.540, -0.723], [-3.109, -0.259, -0.582], [-1.079, 0.367, -2.054], [-0.873, 1.909, -0.835], [-2.464, 1.730, 1.445], [-3.117, 0.195, 1.640]],
  "lowdin_charge": [-0.17, 0.01, 0.02, -0.23, -0.12, -0.23, -0.11, -0.08, -0.10, -0.30, 0.15, 0.06, -0.10, 0.06, 0.09, 0.06, 0.11, 0.11, 0.12, 0.10, 0.17, 0.16, 0.12, 0.10]
}

=====

## d
{
  "formula": "C10H10N2O2",
  "method": "wB97M-V/def2-TZVPD",
  "lumo_energy_ha": 0.00597,
  "homo_lumo_gap_ev": 8.9,
  "e_homo_ev": -8.76,
  "spin_multiplicity": 1,
  "elements": ["C", "C", "C", "C", "C", "C", "C", "C", "C", "C", "N", "N", "O", "O", "H", "H", "H", "H", "H", "H", "H", "H", "H", "H"],
  "positions_angstrom": [[-3.737, 0.628, -0.418], [-2.633, 1.414, -0.221], [-3.689, -0.745, -0.166], [-1.462, 0.828, 0.240], [-2.449, -1.376, 0.035], [-1.346, -0.554, 0.290], [3.529, 1.382, -0.147], [4.418, 0.306, -0.404], [1.592, 0.080, -0.185], [-0.061, -1.137, 0.895], [2.282, 1.253, -0.184], [4.085, -0.894, -0.542], [2.835, -1.312, -0.408], [0.990, -0.240, 0.984], [-4.722, 1.223, -0.709], [-2.803, 2.399, -0.433], [-4.484, -1.438, -0.221], [-0.556, 1.236, 0.642], [-2.259, -2.365, 0.180], [3.791, 2.358, -0.029], [5.433, 0.400, -0.545], [1.028, 0.006, -1.024], [-0.161, -1.529, 1.980], [0.378, -1.920, 0.388]],
  "lowdin_charge": [-0.10, -0.08, -0.07, -0.02, -0.02, -0.18, -0.09, -0.15, -0.21, -0.14, 0.14, -0.02, -0.09, -0.05, 0.15, 0.07, 0.09, 0.11, 0.08, 0.09, 0.08, 0.13, 0.18, 0.10]
}

=====

Of them, the most stable is a and the least stable is b.

=====

## a
{
  "formula": "C6H4O",
  "method": "wB97M-V/def2-TZVPD",
  "lumo_energy_ha": -0.00987,
  "homo_lumo_gap_ev": 10.0,
  "e_homo_ev": -10.23,
  "smiles": "C#CC(=O)C#CC",
  "spin_multiplicity": 1,
  "elements": ["C", "C", "C", "C", "O", "C", "C", "H", "H", "H", "H"],
  "positions_angstrom": [[-2.332, -0.168, -0.965], [-1.098, 0.268, -0.322], [-0.082, 0.602, 0.237], [1.144, 0.913, 0.947], [1.289, 1.901, 1.637], [2.199, -0.079, 0.771], [3.049, -0.918, 0.615], [-2.445, 0.292, -1.951], [-3.198, 0.107, -0.356], [-2.327, -1.255, -1.094], [3.802, -1.663, 0.480]],
  "lowdin_charge": [-0.09, -0.04, 0.06, -0.45, 0.11, -0.03, 0.15, 0.08, 0.08, 0.08, 0.04]
}

=====

## b
{
  "formula": "C6H4O",
  "method": "wB97M-V/def2-TZVPD",
  "lumo_energy_ha": -0.00416,
  "homo_lumo_gap_ev": 9.5,
  "e_homo_ev": -9.60,
  "smiles": "C#CC(=O)C=C=C",
  "spin_multiplicity": 1,
  "elements": ["C", "C", "C", "C", "C", "C", "O", "H", "H", "H", "H"],
  "positions_angstrom": [[-1.615, 0.866, 2.419], [-0.987, 0.473, 1.471], [-0.117, 0.146, 0.368], [-0.352, -1.047, -0.493], [0.645, -1.128, -1.369], [1.512, -0.176, -1.656], [0.832, 0.901, 0.184], [-2.168, 1.220, 3.259], [-1.229, -1.673, -0.391], [1.026, 0.498, -2.348], [2.555, -0.008, -1.420]],
  "lowdin_charge": [0.15, -0.03, -0.42, -0.06, -0.06, 0.04, 0.05, 0.04, 0.10, 0.10, 0.09]
}

=====

Of them, the most stable is a and the least stable is b.

=====

## a
{
  "formula": "C6H4O",
  "method": "wB97M-V/def2-TZVPD",
  "lumo_energy_ha": -0.00820,
  "homo_lumo_gap_ev": 10.0,
  "e_homo_ev": -10.24,
  "smiles": "C#CC(=O)C#CC",
  "spin_multiplicity": 1,
  "elements": ["C", "C", "C", "C", "O", "C", "C", "H", "H", "H", "H"],
  "positions_angstrom": [[0.125, -1.940, -1.572], [0.403, -0.969, -0.518], [0.573, -0.158, 0.362], [0.785, 0.927, 1.303], [1.757, 1.019, 2.014], [-0.313, 1.907, 1.297], [-1.298, 2.595, 1.310], [-0.244, -2.873, -1.140], [1.012, -2.175, -2.166], [-0.632, -1.555, -2.260], [-2.168, 3.222, 1.369]],
  "lowdin_charge": [-0.09, -0.04, 0.06, -0.45, 0.11, -0.03, 0.15, 0.08, 0.08, 0.08, 0.04]
}

=====

## b
{
  "formula": "C6H4O",
  "method": "wB97M-V/def2-TZVPD",
  "lumo_energy_ha": [0.03876, 0.03777],
  "homo_lumo_gap_ev": [9.6, 9.6],
  "e_homo_ev": [-8.53, -8.53],
  "smiles": "C#Cc1ccco1",
  "spin_multiplicity": 1,
  "elements": ["C", "C", "C", "C", "C", "C", "O", "H", "H", "H", "H"],
  "positions_angstrom": [[2.920, 0.030, -0.047], [1.794, 0.103, 0.374], [0.378, 0.045, 0.474], [-0.578, 0.993, 0.260], [-1.749, 0.284, -0.150], [-1.421, -1.033, -0.111], [-0.143, -1.201, 0.281], [3.859, -0.046, -0.546], [-0.434, 2.063, 0.319], [-2.679, 0.706, -0.500], [-1.947, -1.944, -0.354]],
  "lowdin_charge": [0.13, -0.05, -0.31, -0.02, -0.06, -0.11, 0.04, 0.03, 0.12, 0.10, 0.12]
}

=====

## c
{
  "formula": "C6H4O",
  "method": "wB97M-V/def2-TZVPD",
  "lumo_energy_ha": -0.00446,
  "homo_lumo_gap_ev": 10.0,
  "e_homo_ev": -10.09,
  "smiles": "C#CC(=O)C#CC",
  "spin_multiplicity": 1,
  "elements": ["C", "C", "C", "C", "O", "C", "C", "H", "H", "H", "H"],
  "positions_angstrom": [[2.471, -0.519, -0.697], [1.036, -0.350, -0.637], [-0.155, -0.215, -0.563], [-1.511, -0.037, -0.157], [-2.490, -0.283, -0.828], [-1.718, 0.527, 1.175], [-2.596, 1.095, 1.773], [2.851, -0.146, -1.650], [2.710, -1.581, -0.603], [2.940, 0.027, 0.126], [-3.538, 1.481, 2.062]],
  "lowdin_charge": [-0.09, -0.05, 0.05, -0.47, 0.11, -0.02, 0.16, 0.09, 0.09, 0.09, 0.05]
}

=====

Of them, the most stable is b and the least stable is c.